# 1
68
Properties=species:S:1:pos:R:3:lowdin_charge:R:1 method="wB97M-V/def2-TZVPD" e_homo_ha=-0.1587 total_charge=-1 relative_energy_ev=0.808 orbital_gap_ev=6.5 e_tot_ha=-6483.9773
K 0.235 -0.246 -0.073 0.633
N 2.842 3.637 -2.437 0.012
C 2.585 2.607 -1.541 -0.945
S 2.457 1.044 -2.238 0.476
N 2.483 3.025 -0.292 -0.047
N 2.000 2.086 0.595 -0.020
C 2.448 2.245 1.784 -0.138
C 1.964 1.442 2.916 -0.283
C 2.718 1.441 4.094 -0.044
C 2.277 0.721 5.187 -0.085
C 1.075 0.035 5.079 -0.078
C 0.393 0.098 3.871 -0.151
N 0.815 0.766 2.805 0.110
H 3.309 3.362 -3.281 0.044
H 3.168 4.482 -1.991 0.067
H 3.212 2.997 1.996 0.105
H 3.645 1.996 4.131 0.106
H 2.855 0.697 6.101 0.102
H 0.666 -0.541 5.897 0.096
H -0.554 -0.417 3.763 0.100
F -4.977 -3.088 -0.590 0.138
C -4.397 -2.018 -0.046 -0.655
F -5.008 -0.919 -0.522 0.112
F -4.588 -2.055 1.278 0.132
S -2.592 -1.914 -0.459 0.585
O -2.071 -0.855 0.371 -0.404
O -2.543 -1.709 -1.876 -0.264
N -2.168 -3.379 -0.009 -0.283
S -0.624 -3.683 0.128 0.587
O 0.171 -2.586 -0.368 -0.433
O -0.299 -5.026 -0.229 -0.259
C -0.374 -3.673 1.965 -0.643
F -1.064 -4.653 2.554 0.136
F 0.925 -3.838 2.260 0.130
F -0.771 -2.503 2.491 0.114
C -0.766 0.775 -4.082 -0.088
C -0.977 2.110 -3.391 -0.217
N -2.195 2.176 -2.591 -0.093
C -3.446 2.159 -3.316 -0.225
C -4.146 0.808 -3.325 -0.068
C -2.101 2.267 -1.233 -0.436
C -3.389 2.505 -0.476 -0.002
N -0.971 2.086 -0.656 0.069
H 0.228 0.756 -4.527 0.055
H -1.500 0.592 -4.870 0.064
H -0.828 -0.049 -3.370 0.067
H -1.026 2.915 -4.139 0.117
H -0.131 2.322 -2.743 0.066
H -3.202 2.445 -4.343 0.114
H -4.124 2.937 -2.948 0.103
H -3.466 0.022 -3.647 0.059
H -5.003 0.828 -4.001 0.073
H -4.507 0.532 -2.335 0.045
H -3.990 3.309 -0.899 0.071
H -3.157 2.755 0.558 0.080
H -3.996 1.598 -0.475 0.067
H -1.067 2.246 0.342 0.041
Br 4.597 -3.304 4.111 0.711
C 4.162 -2.762 2.346 -0.674
C 4.745 -3.373 1.251 -0.115
C 4.369 -2.922 -0.003 -0.046
C 3.433 -1.902 -0.101 -0.137
N 2.869 -1.331 0.958 0.082
C 3.234 -1.752 2.159 -0.193
H 5.462 -4.173 1.378 0.101
H 4.786 -3.357 -0.900 0.105
H 3.124 -1.513 -1.064 0.064
H 2.762 -1.280 3.016 0.085


# 2
50
Properties=species:S:1:pos:R:3:lowdin_charge:R:1 method="wB97M-V/def2-TZVPD" e_homo_ha=-0.3145 relative_energy_ev=0.194 smiles="CCCNCc1cc(Br)ccc1OCC(=O)NCCc1ccccc1" orbital_gap_ev=9.2 e_tot_ha=-3611.1380
C 5.359 -0.660 3.442 -0.120
C 3.898 -0.332 3.159 -0.263
C 3.263 -1.370 2.234 -0.258
N 1.819 -1.217 2.169 -0.057
C 1.381 -0.073 1.383 -0.180
C -0.114 -0.091 1.232 -0.138
C -0.911 0.796 1.929 -0.075
C -2.287 0.756 1.783 -0.682
Br -3.359 1.985 2.754 0.748
C -2.889 -0.156 0.940 -0.118
C -2.101 -1.053 0.240 0.003
C -0.721 -1.036 0.390 -0.218
O 0.134 -1.894 -0.251 -0.065
C -0.406 -2.887 -1.094 -0.085
C -1.039 -2.339 -2.381 -0.498
O -1.869 -2.967 -3.003 0.072
N -0.541 -1.147 -2.751 0.085
C -1.060 -0.392 -3.867 -0.168
C -2.205 0.539 -3.457 -0.122
C -1.894 1.509 -2.345 -0.226
C -2.955 2.056 -1.630 -0.049
C -2.739 2.972 -0.619 -0.108
C -1.447 3.342 -0.284 -0.102
C -0.383 2.803 -0.984 -0.081
C -0.605 1.904 -2.014 -0.051
H 5.800 0.094 4.088 0.067
H 5.929 -0.695 2.515 0.070
H 5.445 -1.627 3.933 0.070
H 3.835 0.658 2.705 0.098
H 3.332 -0.313 4.091 0.111
H 3.735 -1.309 1.236 0.119
H 3.462 -2.366 2.640 0.118
H 1.414 -2.054 1.762 0.102
H 1.682 0.837 1.906 0.115
H 1.845 -0.065 0.378 0.126
H -0.456 1.519 2.588 0.115
H -3.961 -0.173 0.825 0.109
H -2.580 -1.756 -0.422 0.117
H 0.444 -3.517 -1.376 0.144
H -1.138 -3.512 -0.571 0.140
H 0.076 -0.671 -2.110 0.125
H -1.437 -1.116 -4.593 0.124
H -0.240 0.170 -4.321 0.119
H -3.054 -0.078 -3.151 0.120
H -2.517 1.103 -4.341 0.125
H -3.965 1.763 -1.880 0.117
H -3.577 3.395 -0.086 0.091
H -1.274 4.047 0.514 0.105
H 0.629 3.089 -0.736 0.105
H 0.244 1.530 -2.568 0.105


# 3
51
Properties=species:S:1:pos:R:3:lowdin_charge:R:1 method="wB97M-V/def2-TZVPD" e_homo_ha=-0.3109 relative_energy_ev=0.157 smiles="CCCNCc1cc(OCC)c(OCC(=O)Nc2ccccc2)cc1Br" orbital_gap_ev=9.1 e_tot_ha=-3686.3596
C -6.715 -1.728 1.839 -0.112
C -6.928 -0.251 1.524 -0.252
C -6.237 0.185 0.235 -0.265
N -4.801 0.283 0.422 -0.064
C -4.093 0.596 -0.808 -0.234
C -2.613 0.623 -0.559 -0.247
C -1.955 1.829 -0.354 0.044
C -0.593 1.909 -0.089 -0.178
O 0.061 3.076 0.158 -0.071
C -0.643 4.302 0.089 -0.247
C 0.356 5.414 0.371 -0.058
C 0.158 0.718 -0.055 -0.179
O 1.498 0.621 0.201 -0.040
C 2.362 1.687 -0.146 -0.075
C 3.819 1.212 -0.211 -0.434
O 4.687 1.965 -0.594 0.075
N 3.984 -0.062 0.203 0.142
C 5.155 -0.822 0.290 -0.214
C 5.043 -2.133 0.750 -0.032
C 6.165 -2.931 0.858 -0.092
C 7.409 -2.434 0.508 -0.102
C 7.521 -1.132 0.051 -0.081
C 6.405 -0.323 -0.062 -0.012
C -0.493 -0.492 -0.247 -0.042
C -1.855 -0.535 -0.483 -0.604
Br -2.660 -2.245 -0.711 0.782
H -7.267 -2.005 2.735 0.068
H -7.065 -2.348 1.016 0.072
H -5.664 -1.949 2.011 0.062
H -7.998 -0.059 1.424 0.103
H -6.548 0.360 2.344 0.106
H -6.593 1.180 -0.054 0.115
H -6.502 -0.515 -0.579 0.118
H -4.456 -0.599 0.790 0.066
H -4.432 1.582 -1.142 0.121
H -4.320 -0.127 -1.615 0.100
H -2.546 2.729 -0.387 0.113
H -1.449 4.316 0.835 0.129
H -1.081 4.428 -0.911 0.129
H 1.161 5.386 -0.358 0.080
H -0.142 6.377 0.317 0.077
H 0.781 5.289 1.363 0.080
H 2.311 2.497 0.590 0.139
H 2.104 2.105 -1.125 0.149
H 3.134 -0.537 0.484 0.137
H 4.071 -2.521 1.024 0.109
H 6.066 -3.945 1.216 0.102
H 8.285 -3.059 0.593 0.098
H 8.488 -0.738 -0.224 0.104
H 6.493 0.690 -0.418 0.099
H 0.087 -1.400 -0.206 0.114


# 4
52
Properties=species:S:1:pos:R:3:lowdin_charge:R:1 method="wB97M-V/def2-TZVPD" e_homo_ha=-0.2656 smiles="CCN(CC)c1ccc(NC(=O)CCS(=O)(=O)c2ccc(Br)cc2)c(C)c1" orbital_gap_ev=7.7 e_tot_ha=-4084.5664
C -4.587 -0.305 1.761 -0.066
C -4.141 0.519 0.550 -0.229
N -3.257 -0.192 -0.347 -0.112
C -3.855 -0.834 -1.494 -0.224
C -4.265 -2.289 -1.251 -0.068
C -1.946 -0.423 -0.007 -0.224
C -1.361 0.162 1.126 -0.043
C -0.026 -0.016 1.418 -0.005
C 0.792 -0.788 0.603 -0.195
N 2.170 -0.941 0.843 0.144
C 2.953 -0.261 1.704 -0.501
O 2.573 0.531 2.547 0.062
C 4.444 -0.536 1.498 -0.119
C 5.043 0.632 0.737 -0.195
S 4.198 0.835 -0.873 0.716
O 4.997 1.718 -1.679 -0.300
O 3.939 -0.483 -1.406 -0.325
C 2.598 1.630 -0.622 -0.268
C 2.373 2.561 0.374 -0.051
C 1.115 3.126 0.504 -0.100
C 0.116 2.760 -0.382 -0.672
Br -1.606 3.512 -0.190 0.792
C 0.345 1.860 -1.408 -0.106
C 1.600 1.289 -1.517 -0.053
C 0.231 -1.423 -0.511 -0.215
C 1.054 -2.322 -1.391 -0.028
C -1.109 -1.232 -0.791 0.006
H -5.190 -1.154 1.450 0.061
H -3.726 -0.680 2.307 0.068
H -5.182 0.314 2.427 0.073
H -5.022 0.822 -0.020 0.116
H -3.652 1.437 0.887 0.075
H -3.158 -0.783 -2.336 0.109
H -4.739 -0.257 -1.779 0.115
H -4.607 -2.739 -2.180 0.072
H -5.072 -2.344 -0.526 0.061
H -3.425 -2.864 -0.870 0.069
H -1.940 0.774 1.795 0.097
H 0.394 0.456 2.290 0.108
H 2.649 -1.472 0.127 0.106
H 4.605 -1.457 0.938 0.115
H 4.922 -0.618 2.477 0.130
H 4.940 1.569 1.276 0.099
H 6.088 0.473 0.481 0.111
H 3.153 2.845 1.061 0.116
H 0.915 3.835 1.292 0.110
H -0.444 1.596 -2.093 0.112
H 1.818 0.575 -2.295 0.121
H 0.468 -2.653 -2.245 0.083
H 1.945 -1.818 -1.766 0.059
H 1.372 -3.207 -0.839 0.094
H -1.502 -1.741 -1.656 0.098